The following is a DFT calculation (wB97M-V/def2-TZVPD) of a 12-piece molecular cluster, C58H152N12O17 overall at a distorted geometry.

Values from the calculation:
LUMO energy: 0.61 eV
HOMO-LUMO gap: 0.321 Eh
HOMO: -8.1 eV
SMILES string: COC[C@H](C)N.COC[C@H](C)N.COC[C@H](C)N.COC[C@H](C)N.COC[C@H](C)N.COC[C@H](C)N.COC[C@H](C)N.COCCNCCOC.COCCNCCOC.COCCNCCOC.COCCNCCOC.COCCNCCOC
ΔE to the lowest compared entry with this formula, charge and spin: 23.2 kcal per mole

Each line ends with the Löwdin charge.
Geometry (Å):
C (4.217, -3.967, -1.988)  -0.116
O (4.564, -2.625, -2.225)  -0.214
C (5.255, -2.348, -3.472)  -0.143
C (5.184, -0.793, -3.783)  -0.460
C (6.249, -0.099, -3.008)  -0.080
N (3.911, -0.214, -3.587)  0.080
H (4.658, -4.697, -2.721)  0.109
H (3.136, -4.098, -1.989)  0.056
H (4.556, -4.274, -1.017)  0.060
H (6.306, -2.675, -3.349)  0.124
H (4.788, -2.882, -4.303)  0.105
H (5.470, -0.723, -4.826)  0.127
H (6.064, -0.183, -1.919)  0.081
H (6.253, 0.974, -3.239)  0.070
H (7.285, -0.477, -3.180)  0.092
H (3.161, -0.627, -4.092)  0.035
H (3.734, -0.198, -2.570)  0.080
C (-1.795, -4.845, 2.678)  -0.075
O (-2.491, -4.411, 1.475)  -0.210
C (-2.761, -3.006, 1.396)  -0.203
C (-3.948, -2.703, 2.287)  -0.420
C (-5.215, -3.428, 1.806)  -0.046
N (-4.108, -1.218, 2.369)  0.086
H (-0.902, -4.245, 2.889)  0.083
H (-1.644, -5.906, 2.528)  0.083
H (-2.421, -4.677, 3.590)  0.080
H (-1.931, -2.393, 1.704)  0.090
H (-3.111, -2.837, 0.344)  0.137
H (-3.689, -3.204, 3.250)  0.120
H (-5.972, -3.099, 2.541)  0.080
H (-5.152, -4.492, 1.779)  0.066
H (-5.549, -3.054, 0.848)  0.065
H (-4.971, -0.934, 2.846)  0.072
H (-3.313, -0.872, 2.846)  0.017
C (-1.523, 6.399, 1.739)  -0.102
O (-1.572, 5.952, 3.094)  -0.243
C (-1.276, 7.014, 4.007)  -0.196
C (-1.568, 6.552, 5.404)  -0.473
C (-3.047, 6.378, 5.637)  -0.056
N (-0.949, 7.405, 6.358)  0.052
H (-1.761, 5.526, 1.083)  0.083
H (-0.496, 6.787, 1.484)  0.104
H (-2.274, 7.196, 1.547)  0.088
H (-0.236, 7.265, 3.989)  0.111
H (-1.817, 7.879, 3.655)  0.122
H (-1.155, 5.543, 5.447)  0.126
H (-3.473, 5.694, 4.885)  0.074
H (-3.635, 7.305, 5.609)  0.083
H (-3.216, 5.977, 6.643)  0.082
H (-1.634, 7.994, 6.836)  0.082
H (-0.408, 6.939, 7.067)  0.069
C (-5.231, 5.285, -3.515)  -0.125
O (-4.172, 4.915, -2.684)  -0.182
C (-4.188, 3.600, -2.085)  -0.192
C (-3.015, 2.720, -2.404)  -0.412
C (-1.661, 3.276, -1.928)  -0.049
N (-2.937, 2.491, -3.852)  0.061
H (-6.094, 5.635, -2.926)  0.087
H (-5.553, 4.480, -4.135)  0.068
H (-4.932, 6.150, -4.144)  0.097
H (-4.264, 3.723, -1.024)  0.077
H (-5.111, 3.044, -2.296)  0.100
H (-3.099, 1.696, -1.953)  0.122
H (-1.618, 3.636, -0.922)  0.045
H (-1.390, 4.146, -2.538)  0.086
H (-0.943, 2.475, -2.133)  0.067
H (-3.687, 1.915, -4.172)  0.042
H (-3.159, 3.345, -4.324)  0.063
C (-5.749, -1.211, -6.715)  -0.100
O (-6.278, -0.791, -5.459)  -0.181
C (-5.316, -0.856, -4.436)  -0.246
C (-5.894, -0.613, -3.079)  -0.454
C (-7.158, -1.348, -2.737)  -0.055
N (-6.076, 0.818, -2.886)  0.063
H (-4.802, -0.689, -6.969)  0.089
H (-6.525, -0.843, -7.458)  0.104
H (-5.606, -2.323, -6.750)  0.098
H (-4.749, -1.821, -4.481)  0.108
H (-4.588, -0.070, -4.497)  0.091
H (-5.071, -0.914, -2.411)  0.128
H (-7.208, -2.373, -3.177)  0.094
H (-8.009, -0.796, -3.143)  0.080
H (-7.381, -1.452, -1.672)  0.075
H (-6.568, 0.848, -2.000)  0.067
H (-6.700, 1.173, -3.590)  0.084
C (0.616, -5.791, -2.155)  -0.106
O (-0.273, -5.177, -3.045)  -0.221
C (-1.576, -5.114, -2.535)  -0.200
C (-2.365, -4.264, -3.510)  -0.429
C (-3.866, -4.130, -3.215)  -0.044
N (-2.249, -4.714, -4.882)  0.048
H (1.591, -5.652, -2.581)  0.069
H (0.370, -6.853, -2.202)  0.090
H (0.553, -5.460, -1.101)  0.103
H (-1.919, -6.135, -2.412)  0.131
H (-1.643, -4.546, -1.589)  0.133
H (-1.956, -3.243, -3.432)  0.109
H (-4.373, -3.595, -4.034)  0.061
H (-4.079, -3.557, -2.323)  0.067
H (-4.303, -5.074, -2.984)  0.070
H (-1.415, -5.288, -4.917)  0.057
H (-2.992, -5.377, -5.064)  0.065
C (-4.789, 5.736, 1.326)  -0.106
O (-5.275, 4.426, 1.496)  -0.178
C (-4.203, 3.524, 1.664)  -0.216
C (-4.740, 2.127, 1.797)  -0.434
C (-5.467, 1.593, 0.572)  -0.053
N (-5.562, 1.881, 2.986)  0.054
H (-5.666, 6.348, 1.153)  0.091
H (-4.246, 5.842, 0.396)  0.079
H (-4.231, 6.033, 2.218)  0.079
H (-3.480, 3.647, 0.779)  0.123
H (-3.645, 3.833, 2.564)  0.113
H (-3.865, 1.524, 1.969)  0.093
H (-6.346, 2.216, 0.355)  0.090
H (-5.749, 0.565, 0.823)  0.072
H (-4.881, 1.589, -0.318)  0.033
H (-6.463, 2.368, 3.060)  0.088
H (-5.085, 2.068, 3.856)  0.050
C (2.021, 0.288, 6.088)  -0.082
O (2.547, 0.799, 4.853)  -0.201
C (3.193, -0.198, 4.068)  -0.208
C (3.983, 0.469, 2.988)  -0.220
N (3.202, 1.125, 2.000)  -0.041
C (3.681, 1.250, 0.610)  -0.204
C (4.866, 2.123, 0.423)  -0.248
O (6.017, 1.498, 0.934)  -0.201
C (7.164, 2.322, 0.928)  -0.105
H (1.625, 1.131, 6.684)  0.086
H (2.824, -0.129, 6.638)  0.070
H (1.213, -0.431, 5.950)  0.088
H (2.470, -0.836, 3.605)  0.099
H (3.832, -0.745, 4.716)  0.113
H (4.608, -0.278, 2.488)  0.112
H (4.687, 1.218, 3.404)  0.131
H (2.871, 2.068, 2.314)  0.116
H (2.825, 1.659, 0.063)  0.117
H (3.831, 0.277, 0.105)  0.119
H (4.713, 3.098, 0.942)  0.135
H (5.011, 2.301, -0.640)  0.117
H (7.056, 3.196, 1.577)  0.085
H (7.374, 2.663, -0.090)  0.086
H (7.995, 1.724, 1.307)  0.090
C (5.230, -6.626, 6.616)  -0.159
O (5.370, -6.451, 5.255)  -0.196
C (6.768, -6.645, 4.856)  -0.180
C (7.033, -6.213, 3.398)  -0.209
N (6.596, -4.832, 3.255)  -0.044
C (6.496, -4.285, 1.854)  -0.175
C (5.338, -3.357, 1.671)  -0.252
O (4.121, -4.067, 1.805)  -0.182
C (3.007, -3.270, 1.424)  -0.081
H (5.870, -5.968, 7.214)  0.084
H (5.513, -7.624, 6.975)  0.086
H (4.180, -6.386, 6.814)  0.095
H (7.066, -7.687, 5.023)  0.121
H (7.315, -6.018, 5.526)  0.102
H (6.463, -6.864, 2.728)  0.112
H (8.056, -6.435, 3.145)  0.109
H (5.695, -4.790, 3.688)  0.082
H (6.310, -5.125, 1.174)  0.114
H (7.382, -3.708, 1.555)  0.119
H (5.396, -2.953, 0.658)  0.108
H (5.365, -2.514, 2.364)  0.118
H (2.800, -2.584, 2.215)  0.063
H (2.167, -3.894, 1.323)  0.075
H (3.309, -2.745, 0.490)  0.084
C (-1.451, 0.987, 0.360)  -0.115
O (-1.283, 0.134, 1.454)  -0.224
C (0.048, -0.355, 1.716)  -0.156
C (0.855, -0.833, 0.486)  -0.207
N (0.284, -1.994, -0.219)  -0.002
C (0.881, -2.044, -1.541)  -0.182
C (0.195, -1.116, -2.557)  -0.150
O (-1.229, -1.363, -2.508)  -0.214
C (-2.000, -0.567, -3.323)  -0.133
H (-1.064, 0.687, -0.606)  0.059
H (-0.892, 1.959, 0.517)  0.103
H (-2.498, 1.199, 0.277)  0.068
H (-0.112, -1.160, 2.484)  0.133
H (0.543, 0.531, 2.142)  0.096
H (1.882, -0.984, 0.768)  0.071
H (0.975, 0.048, -0.135)  0.090
H (-0.726, -2.008, -0.310)  0.090
H (0.788, -3.041, -1.974)  0.097
H (1.925, -1.762, -1.450)  0.102
H (0.562, -1.296, -3.560)  0.096
H (0.286, -0.037, -2.288)  0.119
H (-3.036, -0.617, -2.966)  0.075
H (-2.111, -1.064, -4.288)  0.091
H (-1.697, 0.441, -3.490)  0.054
C (-3.222, -0.096, 5.289)  -0.123
O (-1.921, -0.182, 4.741)  -0.187
C (-1.201, 1.031, 4.911)  -0.202
C (-1.647, 2.166, 4.000)  -0.195
N (-0.741, 3.275, 4.159)  -0.029
C (0.615, 3.089, 3.676)  -0.196
C (1.606, 3.881, 4.569)  -0.185
O (1.361, 3.424, 5.899)  -0.210
C (2.153, 4.059, 6.857)  -0.111
H (-3.590, -1.116, 5.568)  0.103
H (-3.937, 0.371, 4.566)  0.061
H (-3.251, 0.520, 6.200)  0.089
H (-0.165, 0.809, 4.708)  0.087
H (-1.389, 1.407, 5.901)  0.119
H (-2.621, 2.473, 4.345)  0.102
H (-1.741, 1.767, 2.944)  0.119
H (-1.109, 4.159, 3.857)  0.064
H (0.819, 3.369, 2.627)  0.116
H (0.827, 2.026, 3.715)  0.068
H (1.353, 4.962, 4.552)  0.121
H (2.636, 3.723, 4.217)  0.116
H (1.564, 4.765, 7.425)  0.073
H (2.965, 4.673, 6.441)  0.096
H (2.479, 3.293, 7.505)  0.069
C (1.711, -3.166, -5.241)  -0.059
O (1.791, -1.717, -5.349)  -0.240
C (0.961, -1.156, -6.404)  -0.213
C (0.783, 0.333, -6.245)  -0.222
N (1.951, 1.160, -6.342)  -0.061
C (2.774, 0.827, -7.483)  -0.219
C (3.995, 1.732, -7.594)  -0.218
O (5.210, 1.102, -7.242)  -0.203
C (6.193, 1.941, -6.722)  -0.129
H (0.745, -3.516, -4.877)  0.071
H (2.483, -3.385, -4.520)  0.067
H (1.840, -3.712, -6.186)  0.096
H (-0.036, -1.591, -6.409)  0.118
H (1.362, -1.396, -7.400)  0.115
H (0.138, 0.587, -5.412)  0.110
H (0.176, 0.541, -7.124)  0.118
H (2.541, 1.181, -5.486)  0.115
H (2.168, 1.037, -8.406)  0.132
H (3.063, -0.229, -7.513)  0.113
H (3.862, 2.586, -6.918)  0.119
H (4.023, 2.119, -8.644)  0.127
H (7.077, 1.329, -6.621)  0.081
H (5.901, 2.270, -5.706)  0.090
H (6.405, 2.783, -7.406)  0.094